No. 1
Entry from OMol25: a structure of composition C35H50AsF3Ge2IrN3OSi2 (ωB97M-V/def2-TZVPD).

Last column: Löwdin spin population.
Element x y z (Å)
Ir 0.89186 -0.22906 -0.57602  0.173
C 5.60388 1.08939 -0.28005  -0.001
Si 4.88624 0.21336 1.19123  0.055
C 5.24761 1.07344 2.80348  0.008
C 5.43702 -1.56807 1.19812  0.024
As 2.49937 0.12286 1.13180  0.547
Si 1.65508 -0.86956 3.12482  0.059
C -0.10800 -1.31250 2.68841  0.001
C 2.62315 -2.42839 3.47298  0.016
C 1.80986 0.31831 4.56205  0.010
H 6.69136 1.09007 -0.15960  0.000
H 5.27946 2.12369 -0.38283  0.000
H 5.36901 0.56135 -1.20370  0.000
H 6.33032 1.15247 2.93201  0.001
H 4.85267 0.51356 3.65352  0.000
H 4.83241 2.08204 2.83244  0.001
H 6.52205 -1.60319 1.33036  0.003
H 5.20144 -2.04947 0.24741  0.001
H 4.98325 -2.15055 1.99882  0.001
H -0.13634 -1.96856 1.81004  0.001
H -0.71901 -0.43271 2.49650  0.000
H -0.56899 -1.86330 3.51319  0.000
H 2.68280 -3.08681 2.60516  0.001
H 2.12689 -2.97813 4.27788  0.002
H 3.63692 -2.20559 3.80925  0.000
H 1.88738 1.35795 4.24565  0.002
H 2.69411 0.07854 5.15544  0.000
H 0.93643 0.23224 5.21216  0.001
C 0.43011 5.49274 -0.39212  -0.001
Ge 1.55960 3.96448 -0.86428  -0.001
C 3.06779 3.82958 0.37686  0.012
C 2.14901 4.11696 -2.71650  0.000
Ge 0.02336 2.08579 -0.67608  0.005
C -0.96721 2.14290 1.02447  0.001
C -2.30673 1.76685 1.14966  0.000
C -2.95268 1.81038 2.37797  0.001
C -2.27062 2.24635 3.50523  0.000
C -0.94237 2.63588 3.39912  0.001
C -0.29801 2.57375 2.17160  0.008
C -1.30561 2.34272 -2.10990  0.006
C -2.39822 3.16502 -1.81754  0.001
C -3.35365 3.46145 -2.78338  0.000
C -3.22627 2.94766 -4.06557  0.000
C -2.12796 2.15781 -4.38136  0.000
C -1.17599 1.86456 -3.41487  0.001
H 1.04572 6.38902 -0.30582  0.000
H -0.08076 5.33295 0.55783  0.000
H -0.31863 5.66292 -1.16610  0.000
H 3.80056 4.60735 0.15802  0.001
H 3.55450 2.85966 0.27785  0.009
H 2.73817 3.95537 1.40896  0.001
H 2.70803 5.04465 -2.84466  0.000
H 1.28304 4.14473 -3.37861  0.000
H 2.78498 3.28214 -3.00616  0.000
H -2.87447 1.46431 0.27687  0.000
H -3.99212 1.51727 2.45258  0.000
H -2.77636 2.29451 4.46078  0.000
H -0.41212 2.99355 4.27242  0.000
H 0.74297 2.87838 2.10450  0.006
H -2.51648 3.58395 -0.82464  0.000
H -4.19449 4.09524 -2.53251  0.000
H -3.97104 3.17064 -4.81820  0.000
H -2.00949 1.77097 -5.38583  0.000
H -0.32699 1.25144 -3.68847  0.000
F 2.97566 -1.03813 -2.18352  0.007
C 2.17944 0.06445 -2.02908  0.006
F 3.02895 1.10569 -1.85984  0.000
F 1.61324 0.26950 -3.24589  0.002
C -1.22569 -5.82130 1.55593  0.000
C -2.25860 -5.17317 0.67537  0.000
C -2.80048 -3.93131 0.98786  0.000
C -3.77100 -3.34294 0.18965  0.000
C -4.19412 -3.97993 -0.96805  0.000
N -5.15579 -3.39120 -1.83599  0.000
C -5.30722 -2.05325 -2.11052  0.000
O -6.36493 -1.56164 -2.43038  0.000
N -4.16265 -1.26305 -1.98595  -0.001
C -2.83986 -1.63320 -2.24491  0.000
C -2.45933 -2.60646 -3.16023  0.006
C -1.11001 -2.84394 -3.35681  -0.001
C -0.17313 -2.09799 -2.67173  0.007
N -0.53834 -1.15605 -1.78693  0.012
C -1.84109 -0.96114 -1.56065  0.007
C -3.66574 -5.22419 -1.29282  0.000
C -2.71933 -5.81456 -0.47255  0.000
H -0.93232 -5.16130 2.37169  0.000
H -0.33053 -6.08097 0.98869  0.000
H -1.61045 -6.74312 1.99453  0.000
H -2.47855 -3.42162 1.88915  0.000
H -4.19841 -2.38768 0.46658  0.000
H -5.99812 -3.91518 -2.02048  0.000
H -4.37455 -0.27508 -2.04553  0.000
H -3.20758 -3.15670 -3.71397  0.000
H -0.77778 -3.59255 -4.06157  0.000
H 0.88714 -2.23723 -2.82823  0.000
H -2.10393 -0.22731 -0.81765  0.001
H -3.99843 -5.72579 -2.19377  0.000
H -2.32427 -6.78896 -0.73497  0.000

Output
- net charge = +1
- HOMO level (spin up / spin down) (eV) = -10.7 / -10.9
- E (Ha) = -8975.65944
- energy relative to the best compared isomer or geometry (same formula, charge and spin) (eV) = 0.000
- F_max (eV/Å) = 0.2
- spin multiplicity = 2

=====

No. 2
Entry from OMol25: an isolated molecule of C21H29N3O5 (ωB97M-V/def2-TZVPD).

Last column: natural (NBO) charge in e.
Element x y z (Å)
C 6.75857 1.73020 1.68179  -0.636
C 5.33388 2.09888 1.29355  -0.067
O 4.53385 0.94216 1.05920  -0.531
C 4.67023 0.37360 -0.16174  0.894
O 5.36582 0.82107 -1.04304  -0.662
N 3.96050 -0.77513 -0.27023  -0.452
C 2.99636 -1.21420 0.70947  -0.221
C 1.58268 -0.76273 0.30926  -0.411
C 1.45840 -0.69304 -1.22466  -0.060
N 0.08596 -0.89093 -1.63272  -0.622
C -0.70529 0.09654 -2.08120  0.670
O -0.35585 1.24448 -2.25448  -0.629
C -2.14290 -0.38298 -2.33510  -0.313
N -2.83359 -0.61668 -1.07887  -0.415
C -2.74566 -1.83852 -0.51002  0.679
O -2.04594 -2.72682 -0.97644  -0.650
C -3.51498 -2.01570 0.78777  0.015
C -2.57359 -1.68458 1.96506  -0.417
C -1.55174 -2.78908 2.19552  -0.613
O -4.70124 -1.24733 0.84030  -0.477
C -4.53276 0.06200 0.47796  0.262
C -5.34048 1.04047 1.03379  -0.237
C -5.16790 2.36488 0.67422  -0.200
C -4.17223 2.73788 -0.21971  -0.033
C -3.97162 4.17553 -0.58987  -0.625
C -3.37571 1.75258 -0.78939  -0.197
C -3.56879 0.41667 -0.46990  0.081
C 2.36803 -1.74063 -1.86890  -0.421
C 3.83316 -1.39946 -1.57362  -0.214
H 7.24211 1.21665 0.85465  0.225
H 6.75655 1.07805 2.55221  0.207
H 7.31839 2.63186 1.91317  0.215
H 4.82806 2.62835 2.10410  0.185
H 5.33895 2.71697 0.39002  0.201
H 3.27026 -0.81378 1.68408  0.239
H 3.04889 -2.30625 0.75394  0.191
H 0.85195 -1.47307 0.70054  0.204
H 1.36333 0.21720 0.73326  0.218
H 1.74426 0.30293 -1.57912  0.234
H -0.32425 -1.80695 -1.48316  0.427
H -2.68815 0.36421 -2.91188  0.235
H -2.11978 -1.33096 -2.87994  0.243
H -3.83827 -3.05908 0.86213  0.220
H -2.06997 -0.73435 1.76423  0.208
H -3.19179 -1.55283 2.85578  0.222
H -0.82569 -2.48239 2.94448  0.214
H -2.04420 -3.69467 2.54139  0.208
H -1.02842 -3.02358 1.27161  0.219
H -6.09674 0.74522 1.74312  0.227
H -5.80373 3.12002 1.11110  0.211
H -2.96074 4.34313 -0.95170  0.222
H -4.66669 4.45731 -1.38121  0.220
H -4.15634 4.82362 0.26364  0.216
H -2.59081 2.03740 -1.47220  0.234
H 2.20847 -1.76071 -2.94682  0.228
H 2.11180 -2.72504 -1.47187  0.196
H 4.22715 -0.69187 -2.30658  0.240
H 4.44821 -2.30656 -1.60700  0.193

Output
- HOMO level (eV) = -8.4
- SMILES string = CCOC(=O)N1CCC(NC(=O)CN2C(=O)[C@@H](CC)Oc3ccc(C)cc32)CC1
- E (Ha) = -1358.17020
- energy relative to the best compared isomer or geometry (same formula, charge and spin) (eV) = 0.388
- F_max (eV/Å) = 0.6

=====

No. 3
Entry from OMol25: a cluster of 2 separate species, C5H9NO in total at a distorted geometry (ωB97M-V/def2-TZVPD).

Last column: natural (NBO) charge in e.
Element x y z (Å)
C 0.49894 2.09830 1.39150  -0.382
C 0.00267 1.22989 0.52147  -0.161
C -1.25206 0.42736 0.76226  -0.561
C -2.17195 0.53272 -0.37305  0.301
N -2.87342 0.60245 -1.29024  -0.343
H 1.41940 2.63486 1.18641  0.206
H 0.00890 2.29345 2.34197  0.194
H 0.50907 1.04756 -0.42680  0.206
H -1.77138 0.74577 1.67259  0.247
H -0.99473 -0.63304 0.85173  0.287
C 1.45144 -1.83897 -1.01572  -0.248
O 0.05271 -1.87140 -0.81460  -0.735
H 1.80508 -0.87452 -1.41198  0.160
H 1.91807 -1.99081 -0.03863  0.185
H 1.78589 -2.63788 -1.69021  0.169
H -0.38862 -1.76574 -1.66670  0.475

Output
- HOMO level (eV) = -10.3
- SMILES string = C=CCC#N.CO
- E (Ha) = -325.85803
- energy relative to the best compared isomer or geometry (same formula, charge and spin) (eV) = 2.164
- F_max (eV/Å) = 1.1

=====

No. 4
Entry from OMol25: a cluster of 3 separate species, C11H26BFN4O5 in total at a distorted geometry (ωB97M-V/def2-TZVPD).

Last column: natural (NBO) charge in e.
Element x y z (Å)
C -0.07928 1.62962 -0.83072  -0.666
C 0.03567 0.28117 -1.52288  0.484
F -0.39642 0.37842 -2.82765  -0.358
O -0.73946 -0.67638 -0.82480  -0.564
C -1.40777 -1.59798 -1.59416  0.910
O -0.84997 -2.33457 -2.38069  -0.617
N -2.74378 -1.63719 -1.29328  -0.876
B -3.42174 -0.40705 -0.81394  1.156
O -3.25844 -0.06541 0.52395  -0.910
N -4.29919 0.34681 -1.63995  -0.682
C -4.40625 1.77994 -1.33290  -0.397
C -4.22647 0.08192 -3.07943  -0.407
H -0.75498 2.23651 -1.43442  0.222
H 0.87894 2.12835 -0.81167  0.263
H -0.48752 1.51041 0.16489  0.215
H 1.07753 -0.03366 -1.55872  0.146
H -3.22203 -2.15055 -2.01771  0.407
H -2.61486 0.62794 0.65463  0.495
H -5.36795 2.01690 -0.88471  0.203
H -3.61043 2.13665 -0.68341  0.190
H -4.32744 2.35363 -2.25368  0.196
H -3.25284 0.33362 -3.50817  0.194
H -4.42063 -0.96182 -3.30439  0.195
H -4.96765 0.67792 -3.60542  0.200
C 1.38030 -4.91532 -0.58564  -0.414
N 2.19904 -4.61069 0.57549  -0.616
C 2.04079 -3.60293 1.47340  0.675
C 0.86775 -2.67748 1.26225  -0.722
O 2.82238 -3.46246 2.40023  -0.639
H 0.96041 -5.91893 -0.49801  0.193
H 1.98243 -4.87041 -1.49413  0.198
H 0.56561 -4.20637 -0.68258  0.225
H 2.99395 -5.19811 0.76743  0.397
H 0.87205 -1.92531 2.04471  0.237
H 0.93949 -2.18198 0.29518  0.233
H -0.07231 -3.22829 1.30845  0.229
C 3.38978 2.55036 3.90913  -0.413
N 2.45160 2.65990 2.80624  -0.608
C 2.61576 3.30240 1.62446  0.684
C 3.92939 4.00884 1.39156  -0.722
O 1.72524 3.29773 0.78508  -0.656
H 3.62424 1.50260 4.10050  0.206
H 2.95857 2.98046 4.81409  0.199
H 4.31071 3.07483 3.68200  0.211
H 1.55571 2.20929 2.89940  0.400
H 3.90303 4.46748 0.40866  0.245
H 4.08713 4.78562 2.14004  0.228
H 4.75987 3.30357 1.43128  0.229

Output
- HOMO level (eV) = -9.3
- SMILES string = C[C@H](F)OC(=O)NB(O)N(C)C.CNC(C)=O.CNC(C)=O
- E (Ha) = -1154.81864
- F_max (eV/Å) = 1.5